Here is a molecular structure, C13H13Cl5N4OPSeZn in a non-equilibrium geometry from OMol25. Energies are from the ωB97M-V functional and the def2-TZVPD basis.

HOMO = -10.78 eV
electronic energy = -7620.2472 a.u.
charge = +1
2S+1 = 1
LUMO level = -3.638 eV

```
39
C13H13Cl5N4OPSeZn (the ωB97M-V functional and the def2-TZVPD basis)
Zn 1.73 -0.90 2.01
Cl 0.47 -5.36 -3.50
C 0.53 -4.52 -1.97
C 1.68 -3.76 -1.61
Cl 2.97 -3.47 -2.72
C 1.70 -3.01 -0.41
Cl 2.97 -1.83 -0.08
C 0.59 -2.94 0.50
O 0.60 -2.40 1.66
C -0.58 -3.72 0.06
Cl -2.05 -3.54 0.93
C -0.63 -4.43 -1.17
Cl -2.08 -5.08 -1.79
Se 3.49 0.10 3.30
C 3.16 -1.27 4.58
N 3.02 -2.08 5.42
C -0.03 3.41 -1.00
N -0.56 2.08 -1.67
C -2.02 1.81 -1.27
N -2.22 1.87 0.13
C -1.79 3.19 0.72
N -0.32 3.49 0.47
C 0.54 2.55 1.24
P 0.24 0.83 0.66
C 0.26 0.90 -1.18
C -1.62 0.75 0.84
H -0.50 4.30 -1.44
H 1.07 3.43 -1.19
H -0.46 2.15 -2.73
H -2.35 0.83 -1.67
H -2.53 2.59 -1.84
H -1.96 3.20 1.83
H -2.44 3.92 0.28
H 0.25 2.57 2.26
H 1.58 2.92 1.14
H -0.12 0.01 -1.58
H 1.34 0.91 -1.51
H -1.97 0.65 1.94
H -1.96 -0.19 0.36
```